No. 1
78
Properties=species:S:1:pos:R:3:forces:R:3:mulliken_charge:R:1 method="wB97M-V/def2-TZVPD" smiles=COC[C@H](C)N.COC[C@H](C)N.COC[C@H](C)N.CCO.CCO.CCO max_force_ev_per_a=1.40 total_charge=0 de_lowest_kcal_mol=0.6 e_homo_ev=-8.84 total_energy_ev=-36245.918
C 1.198357 0.606767 4.538336 0.106 0.623 -0.351 -0.549
C 1.419339 -0.099594 5.872805 -0.127 0.477 -0.925 -0.323
O 0.840251 0.630268 6.938769 -0.164 -0.241 0.237 -0.549
H 0.197589 0.445950 4.132899 -0.002 -0.155 0.077 -0.087
H 1.919847 0.320729 3.768796 -0.059 -0.302 0.098 0.292
H 1.300691 1.691896 4.636441 0.095 -0.081 0.254 0.389
H 2.484325 -0.144436 6.081790 0.026 -0.191 0.120 0.375
H 1.003152 -1.105123 5.756597 0.194 -0.142 0.464 0.153
H -0.117089 0.560372 6.874501 0.002 0.042 0.012 0.320
C 0.228192 -5.159490 4.715608 0.425 0.454 0.438 -0.748
C 0.108694 -5.736080 3.335894 0.680 -0.828 -0.307 -0.010
O 1.447499 -5.909502 2.813587 -0.366 0.364 0.013 -0.553
H -0.659023 -5.338425 5.321898 -0.109 0.121 -0.086 0.328
H 0.456878 -4.092015 4.677666 -0.232 0.013 -0.065 -0.109
H 1.079666 -5.583766 5.252840 -0.099 -0.342 -0.158 0.376
H -0.477048 -5.110448 2.661752 -0.086 0.118 0.115 0.158
H -0.336282 -6.737306 3.376074 -0.232 0.147 0.040 0.293
H 1.382954 -5.930450 1.855041 0.079 -0.044 0.006 0.299
C -4.799392 2.485359 1.714773 0.932 0.537 -0.281 -1.205
C -4.201054 1.133423 2.022829 -0.086 -0.583 -1.063 0.348
O -5.030758 0.088417 1.455730 -0.012 0.269 0.575 -0.556
H -4.939099 2.552656 0.634329 -0.480 -0.105 0.078 0.299
H -4.033839 3.252978 1.897016 -0.155 -0.068 0.330 0.336
H -5.690238 2.759907 2.269587 -0.185 -0.219 -0.060 0.309
H -4.033347 0.958234 3.087738 -0.144 -0.031 0.010 0.222
H -3.246212 1.060631 1.492607 0.139 0.190 0.342 -0.057
H -4.486133 -0.447135 0.873769 0.043 0.049 0.013 0.332
C 2.856299 5.334511 -4.018150 0.258 -0.135 -0.313 -1.470
C 2.448914 3.866228 -4.121480 -0.226 -0.491 -0.571 0.246
C 1.699523 3.380187 -2.900002 0.150 -0.552 0.019 -0.158
O 0.459130 4.040879 -2.832014 0.134 0.270 0.166 -0.405
C -0.326119 3.590390 -1.760219 -0.521 -0.146 0.009 -0.672
N 1.620696 3.540388 -5.330834 0.131 1.179 0.741 -0.619
H 3.726709 5.433812 -3.366828 -0.136 0.111 0.148 0.369
H 2.048796 5.978745 -3.674357 -0.059 -0.094 0.101 0.296
H 3.165737 5.694611 -5.003283 0.023 0.002 0.044 0.407
H 3.344767 3.239785 -4.197622 0.041 0.144 0.025 0.333
H 2.314164 3.519318 -1.997418 -0.178 0.329 0.028 0.434
H 1.533345 2.292238 -2.959618 -0.022 0.104 -0.174 -0.126
H -0.680580 2.563607 -1.930404 0.208 -0.039 0.083 0.160
H -1.219227 4.212820 -1.698374 0.135 0.113 -0.032 0.323
H 0.208684 3.644463 -0.806992 0.059 -0.025 0.004 0.323
H 0.741107 4.036019 -5.159872 -0.055 -0.357 -0.087 0.237
H 2.019955 4.080151 -6.098015 0.074 -0.352 -0.101 0.236
C 2.513183 -0.384494 -4.476248 0.107 -0.224 0.349 -1.259
C 1.088060 -0.501560 -4.978661 0.056 0.242 -0.254 0.528
C 0.070818 -0.429196 -3.841682 0.014 -0.729 0.227 -0.431
O 0.431513 -1.221278 -2.706751 0.168 0.286 0.094 -0.185
C -0.176607 -2.484396 -2.656816 -0.104 -0.361 -0.520 -0.853
N 0.850275 0.556523 -5.953724 0.031 0.161 -0.189 -0.710
H 2.747498 -1.167359 -3.752901 -0.103 0.002 -0.039 0.347
H 2.658274 0.568238 -3.957755 0.079 0.043 -0.167 0.103
H 3.216008 -0.480979 -5.301600 -0.002 0.207 -0.061 0.366
H 0.991276 -1.459371 -5.502852 -0.082 -0.054 0.142 0.295
H -0.893251 -0.802526 -4.210396 -0.117 0.407 -0.012 0.442
H -0.017549 0.600540 -3.490425 -0.051 0.053 -0.074 -0.027
H -1.253486 -2.400764 -2.458151 0.041 -0.063 0.116 0.363
H 0.314435 -3.075379 -1.886653 -0.070 0.103 0.172 0.190
H -0.060149 -3.036856 -3.598920 0.012 0.092 0.013 0.378
H 1.225405 1.453602 -5.646796 0.006 -0.067 0.018 0.294
H -0.129742 0.721301 -6.154446 -0.037 -0.260 0.027 0.262
C 0.845030 -1.367848 0.924068 -0.199 0.132 -0.376 -1.338
C -0.674949 -1.318679 0.700225 0.576 -0.463 0.030 0.480
C -1.420920 -1.196804 2.017972 -0.020 -0.138 -0.360 -0.687
O -1.067626 -2.250161 2.890565 0.556 0.107 0.071 -0.150
C -1.575422 -2.035741 4.177909 -0.394 0.417 0.441 -0.635
N -1.112166 -0.242679 -0.183886 -0.151 0.113 -0.096 -0.510
H 1.093921 -2.033723 1.747645 0.081 0.061 0.066 0.329
H 1.227948 -0.358806 1.106407 -0.008 -0.052 0.260 0.266
H 1.347420 -1.718704 0.019739 -0.033 -0.008 0.006 0.290
H -0.948334 -2.265836 0.223619 -0.221 0.030 0.107 0.348
H -2.500043 -1.259138 1.830162 0.011 0.266 0.035 0.160
H -1.169302 -0.209428 2.432649 -0.152 -0.074 0.241 0.277
H -1.444469 -2.915910 4.799754 -0.253 -0.311 -0.312 0.167
H -2.625701 -1.732780 4.095343 -0.115 -0.275 0.288 0.374
H -1.070816 -1.241705 4.746788 0.167 0.192 -0.420 0.077
H -0.908185 -0.498397 -1.144656 0.077 0.047 0.074 0.203
H -0.552147 0.588360 -0.013697 -0.071 -0.013 0.088 0.245

No. 2
80
Properties=species:S:1:pos:R:3:forces:R:3:mulliken_charge:R:1 method="wB97M-V/def2-TZVPD" smiles="NC(N)=O.CC(C)O.CC(C)O.CC(C)O.CC(C)O.CC(C)O.CO.CO" max_force_ev_per_a=9.06 total_charge=0 de_lowest_kcal_mol=146.7 e_homo_ev=-9.02 total_energy_ev=-38863.658
C 1.144941 3.301216 3.014110 -0.676 -0.038 0.751 -0.659
O 0.029694 2.715965 2.373095 -0.892 0.541 -0.535 -0.573
H 0.641357 3.742442 3.883281 0.792 0.089 0.234 0.313
H 1.675922 4.125162 2.485424 -0.324 -0.854 -0.131 0.243
H 1.790408 2.468394 3.317734 0.457 0.642 0.138 0.178
H 0.296829 1.959203 1.857420 0.423 -0.083 -0.232 0.343
C 5.182702 -0.180675 1.892022 0.794 0.952 -2.463 -0.615
O 4.144269 0.062784 2.744518 -2.409 0.407 1.413 -0.453
H 5.419011 0.786688 1.363473 -0.133 -0.848 0.674 0.244
H 4.967316 -0.883859 1.085666 -0.157 -0.229 0.105 0.187
H 6.029896 -0.505589 2.423062 1.409 -0.429 0.588 0.394
H 3.795977 -0.727655 3.184911 0.453 0.164 -0.348 0.238
C 1.334184 1.323773 -0.114233 7.609 4.499 -1.988 0.280
O 2.256060 2.096563 -0.695116 -3.649 -2.787 1.961 -0.864
N 0.172375 1.117896 -0.525676 -7.869 -0.237 -3.751 1.348
N 1.613327 0.712846 1.003512 2.529 -2.027 3.964 1.522
H -0.195845 1.761768 -1.304480 0.945 -1.395 1.973 -0.549
H -0.561067 0.503519 -0.038267 1.996 1.393 -0.903 -0.545
H 2.511228 0.879440 1.472747 -0.488 -0.043 -0.455 -0.122
H 0.982053 0.076766 1.485328 0.013 0.389 -0.498 -0.828
C -4.990354 -0.459097 0.017641 0.761 -0.824 -0.851 -1.523
C -4.413069 0.904969 0.238994 5.083 -3.993 3.658 0.049
C -2.871348 0.859548 0.066143 0.097 -1.792 0.290 -1.106
O -4.764244 1.823612 -0.568770 -4.095 4.347 -5.013 -0.563
H -4.607738 -0.876158 -0.936404 -0.466 0.223 0.357 0.298
H -6.033636 -0.420031 0.026264 -1.896 0.296 -0.586 0.429
H -4.834142 -1.227227 0.777117 0.819 0.430 0.283 0.340
H -4.545364 1.225352 1.248710 -0.558 -0.100 1.348 0.387
H -2.544922 0.613735 -0.942177 -0.542 -0.058 -0.293 0.304
H -2.475537 0.080421 0.679988 0.418 -0.860 0.524 0.092
H -2.294138 1.709319 0.332236 -0.083 1.462 0.467 0.992
H -4.457518 2.636304 -0.199598 0.061 1.048 -0.088 0.403
C 3.438654 -0.671170 -2.334529 1.627 -1.516 -0.781 -1.691
C 2.689225 -1.663645 -1.516774 -3.592 1.985 -4.601 1.990
C 2.721521 -3.005731 -2.146679 0.904 -0.599 1.045 -1.832
O 3.133674 -1.664106 -0.325908 3.236 -1.238 7.997 -0.618
H 4.278878 -1.262259 -2.755512 -0.075 0.828 -0.167 0.481
H 3.814585 0.098614 -1.700807 0.095 0.857 0.172 0.298
H 2.787345 -0.327696 -3.084259 -0.415 0.853 -1.288 0.333
H 1.700981 -1.186382 -1.412383 -0.939 -0.691 -0.911 -0.505
H 2.216201 -3.782512 -1.638533 -1.360 -0.467 0.677 0.369
H 3.734706 -3.373843 -1.994497 0.561 0.244 -0.747 0.516
H 2.403932 -2.986677 -3.153116 -0.043 -0.034 -1.197 0.319
H 2.904893 -0.853885 0.153187 0.059 -0.174 -0.285 0.055
C -0.318554 -3.237241 0.025198 0.842 0.436 -0.888 -1.077
C -1.043575 -3.283939 -1.263181 -5.052 2.731 0.811 0.014
C -1.546666 -1.894608 -1.702261 0.657 0.492 1.602 -0.391
O -0.396256 -3.834712 -2.238019 3.951 -2.533 -5.456 -0.556
H -1.038887 -2.986333 0.783590 0.157 0.627 0.511 0.415
H 0.588846 -2.602681 -0.126985 -0.775 -0.209 0.786 0.146
H -0.005572 -4.235492 0.192143 0.607 -1.065 0.519 0.483
H -1.995222 -3.849513 -1.126368 0.175 -0.096 0.424 0.225
H -0.719821 -1.174770 -1.546267 -0.368 -0.136 -0.125 -0.019
H -2.344676 -1.679907 -0.991675 -0.116 0.548 -0.266 -0.145
H -1.894866 -1.769901 -2.725948 -0.162 -0.486 -0.070 0.599
H -0.459052 -3.401511 -3.135272 -0.110 -0.575 1.915 0.411
C 0.800156 -2.182205 2.903755 1.701 0.977 1.764 -1.326
C -0.246830 -1.147123 3.227640 2.824 -0.634 5.755 0.205
C 0.293014 -0.112599 4.320685 0.662 -2.614 0.334 -1.270
O -0.722081 -0.466024 2.245889 -2.732 3.300 -5.554 -0.251
H 1.689180 -1.847741 2.337626 -0.395 -0.057 0.250 0.156
H 0.375153 -3.002433 2.447756 -0.847 -1.595 -1.431 0.390
H 1.110115 -2.606004 3.897980 0.109 0.596 -0.815 0.465
H -1.011783 -1.740463 3.627109 -1.429 -0.912 1.341 0.513
H -0.270539 0.739308 4.606826 -1.455 0.414 0.068 0.400
H 1.167269 0.352769 3.934064 1.160 0.150 -0.513 0.088
H 0.590999 -0.676387 5.230688 -0.172 0.441 -0.405 0.420
H -1.455440 0.098813 2.559282 0.623 -0.242 -0.351 0.263
C -2.349436 3.939026 -3.703820 0.899 1.127 2.311 -1.740
C -1.900425 2.913271 -2.671256 -2.786 -4.130 -5.942 1.138
C -1.125814 1.676067 -3.316726 -1.672 -0.200 -0.639 -1.511
O -1.101692 3.380831 -1.802447 4.325 2.765 4.795 -0.522
H -3.078165 3.537760 -4.276137 -2.203 -1.536 -2.280 0.490
H -1.552320 4.326989 -4.307538 0.425 0.367 -0.165 0.386
H -2.913878 4.725755 -3.157607 0.731 0.061 -0.235 0.381
H -2.830440 2.590605 -2.188298 -0.181 -0.706 -0.267 -0.165
H -1.649601 1.369758 -4.235494 0.077 0.023 0.225 0.370
H -1.101212 0.776252 -2.673909 -0.194 0.569 -0.216 0.335
H -0.095006 1.865876 -3.618867 -0.015 0.564 0.267 0.388
H -1.670145 3.910408 -1.271019 0.258 1.205 1.432 0.397

Number 1: orbital gap 0.3431 Ha. Number 2: orbital gap 0.3387 Ha.